No. 1
C4H10FN | wB97M-V/def2-TZVPD

Geometry (Å):
1 C 1.03 1.71 1.39
2 C -0.85 0.11 -1.55
3 C -0.83 -1.54 0.42
4 C -0.13 -0.79 -0.64
5 N 1.01 0.60 0.23
6 F 0.86 -1.51 -1.33
7 H 0.42 1.27 2.18
8 H 2.13 1.87 1.63
9 H 0.42 2.48 1.00
10 H -1.88 0.18 -1.27
11 H -0.63 -0.25 -2.65
12 H -0.40 1.05 -1.66
13 H -1.07 -2.53 0.10
14 H -0.09 -1.49 1.20
15 H -1.84 -1.12 0.57
16 H 1.84 -0.04 0.37

HOMO energy	-7.9	eV
F_max	4.41	eV/A
energy relative to the best compared isomer or geometry (same formula, charge and spin)	81.32	kcal/mol

Löwdin population analysis, charges in e, atoms 1 to 2:
1 C -0.12
2 C -0.05

No. 2
C5H10O2S | wB97M-V/def2-TZVPD

Geometry (Å):
1 C -0.21 -1.40 -0.66
2 C 0.11 -0.07 0.04
3 C 1.40 -0.07 0.86
4 S 2.90 -0.50 -0.05
5 C -1.01 0.43 0.94
6 O -1.91 0.98 -0.01
7 C -1.14 1.61 -1.00
8 O 0.14 1.04 -0.89
9 H 0.60 -1.77 -1.27
10 H -1.04 -1.27 -1.39
11 H -0.45 -2.20 0.06
12 H 1.28 -0.74 1.72
13 H 1.55 0.92 1.27
14 H 2.73 -1.84 -0.04
15 H -0.71 1.21 1.66
16 H -1.59 -0.33 1.48
17 H -1.61 1.32 -1.95
18 H -1.04 2.68 -0.77

HOMO energy	-9.1	eV
F_max	1.15	eV/A
structure (SMILES)	C[C@]1(CS)COCO1
energy relative to the best compared isomer or geometry (same formula, charge and spin)	25.15	kcal/mol

Löwdin population analysis, charges in e, atoms 1 to 2:
1 C -0.02
2 C -0.55

No. 3
C3H3N3O2 | wB97M-V/def2-TZVPD

Geometry (Å):
1 H -3.06 -0.81 -0.91
2 N -2.24 -0.92 -0.30
3 C -1.34 -0.22 -0.07
4 N -0.75 1.05 -0.58
5 O 0.16 1.37 0.35
6 C 0.67 -0.01 0.62
7 C 1.68 -0.37 -0.36
8 N 2.96 -0.55 -0.51
9 O -0.49 -0.71 0.72
10 H -1.40 1.91 -0.59
11 H 1.25 0.13 1.59

HOMO energy	-9.6	eV
F_max	12.90	eV/A
structure (SMILES)	[H]/N=C1\NO[C@H](C#N)O1
energy relative to the best compared isomer or geometry (same formula, charge and spin)	158.79	kcal/mol

Löwdin population analysis, charges in e, atoms 1 to 2:
1 H 0.10
2 N 0.22

No. 4
C12H24I2N2O2SSi2 | wB97M-V/def2-TZVPD

Geometry (Å):
1 C 5.40 1.62 2.04
2 C 4.42 1.38 0.70
3 I 5.26 2.63 -0.89
4 C 4.62 -0.18 0.25
5 I 6.31 -0.28 -1.14
6 Si 3.04 -1.03 -0.46
7 C 2.06 0.00 -1.75
8 C 1.20 1.25 -1.14
9 C -0.21 0.79 -0.37
10 C -1.56 1.46 -1.05
11 C -2.86 0.87 -0.23
12 C -3.89 2.05 0.31
13 C -5.40 1.41 0.32
14 S -5.78 0.43 1.91
15 C -5.98 -1.33 1.29
16 N -5.39 -2.65 1.76
17 N -5.93 -3.54 0.81
18 C -6.81 -2.83 -0.23
19 O -6.84 -1.40 0.10
20 O 3.63 -2.48 -1.34
21 Si 4.08 -3.75 -0.21
22 H 5.35 2.73 2.42
23 H 5.04 0.92 2.92
24 H 6.51 1.37 1.78
25 H 3.34 1.67 1.05
26 H 4.95 -0.77 1.23
27 H 2.25 -1.56 0.65
28 H 1.26 -0.75 -2.23
29 H 2.75 0.33 -2.64
30 H 1.84 2.01 -0.49
31 H 0.83 1.89 -2.07
32 H -0.15 1.23 0.73
33 H -0.28 -0.38 -0.28
34 H -1.53 2.64 -1.04
35 H -1.61 1.16 -2.19
36 H -3.37 0.08 -0.93
37 H -2.42 0.34 0.73
38 H -3.92 2.97 -0.44
39 H -3.58 2.39 1.40
40 H -5.47 0.70 -0.64
41 H -6.27 2.19 0.21
42 H -7.38 -3.26 -1.16
43 H 3.19 -4.90 -0.51
44 H 3.81 -3.28 1.13
45 H 5.51 -4.16 -0.33

HOMO energy	-8.0	eV
F_max	8.42	eV/A

Löwdin population analysis, charges in e, atoms 1 to 2:
1 C -0.21
2 C -0.81

No. 5
CClN | wB97M-V/def2-TZVPD

Geometry (Å):
1 C 0.48 0.09 -0.11
2 N 1.59 -0.07 0.08
3 Cl -2.08 -0.02 0.03

2S+1	3
HOMO energy (alpha / beta)	-11.8 / -12.4	eV
F_max	2.78	eV/A
energy relative to the best compared isomer or geometry (same formula, charge and spin)	0.00	kcal/mol
⟨S²⟩	2.0123

Löwdin population analysis, charges in e, atoms 1 to 2:
1 C -0.29
2 N -0.01

No. 6
C5H8OSi | wB97M-V/def2-TZVPD

Geometry (Å):
1 C -1.31 0.42 1.12
2 C -1.98 1.57 0.97
3 C -1.04 -0.14 -0.16
4 C -1.44 0.84 -1.05
5 C -0.27 -1.42 -0.42
6 O -2.04 1.87 -0.35
7 Si 2.78 0.94 0.43
8 H -1.17 -0.15 1.98
9 H -2.41 2.24 1.86
10 H -0.67 -2.05 0.31
11 H -0.46 -1.61 -1.51
12 H 0.81 -1.51 -0.27
13 H 2.70 0.33 1.69
14 H -1.44 0.95 -2.09
15 H 4.22 0.42 0.24

HOMO energy	-8.6	eV
F_max	3.22	eV/A
energy relative to the best compared isomer or geometry (same formula, charge and spin)	81.06	kcal/mol

Löwdin population analysis, charges in e, atoms 1 to 2:
1 C -0.08
2 C -0.14

No. 7
C6H7NO | wB97M-V/def2-TZVPD

Geometry (Å):
1 C -1.62 0.83 -1.53
2 C -1.06 0.36 -0.44
3 C -1.65 -0.12 0.84
4 O 0.43 0.30 -0.71
5 C 1.48 -0.19 -0.03
6 C 1.68 -1.27 0.74
7 C 2.57 0.73 -0.20
8 N 3.48 1.44 -0.29
9 H -0.82 1.12 -2.24
10 H -2.68 0.95 -1.64
11 H -2.72 0.05 0.80
12 H -1.24 0.45 1.67
13 H -1.39 -1.16 1.02
14 H 2.68 -1.57 0.96
15 H 0.87 -1.91 1.05

HOMO energy	-9.3	eV
F_max	2.30	eV/A
structure (SMILES)	C=C(C)OC(=C)C#N
energy relative to the best compared isomer or geometry (same formula, charge and spin)	55.26	kcal/mol

Löwdin population analysis, charges in e, atoms 1 to 2:
1 C 0.07
2 C -0.29

No. 8
C45H63N7O3Ti | wB97M-V/def2-TZVPD

Geometry (Å):
1 Ti -0.12 -0.40 -0.19
2 C -1.02 -1.52 4.40
3 C -1.80 -1.61 3.09
4 C -3.28 -1.29 3.33
5 C -1.58 -2.95 2.41
6 C -2.37 -4.05 2.74
7 C -2.18 -5.28 2.14
8 C -1.20 -5.42 1.18
9 C -0.38 -4.35 0.81
10 C 0.69 -4.59 -0.25
11 C 0.20 -5.47 -1.40
12 C 1.96 -5.20 0.37
13 C -0.57 -3.12 1.46
14 N 0.25 -1.99 1.07
15 C 1.46 -1.91 1.72
16 O 1.83 -2.54 2.70
17 C 2.42 -0.96 1.01
18 C 3.77 -0.84 1.27
19 C 4.54 -0.09 0.39
20 C 3.96 0.51 -0.72
21 C 2.60 0.36 -0.91
22 N 1.87 -0.35 -0.05
23 C 1.79 0.90 -2.07
24 O 2.33 1.40 -3.04
25 N 0.45 0.71 -1.84
26 C -0.44 1.00 -2.92
27 C -0.79 2.31 -3.26
28 C -1.74 2.51 -4.27
29 C -2.32 1.44 -4.93
30 C -1.98 0.14 -4.57
31 C -1.04 -0.10 -3.57
32 C -0.67 -1.53 -3.20
33 C 0.62 -1.94 -3.92
34 C -1.78 -2.54 -3.46
35 C -0.18 3.52 -2.56
36 C -1.25 4.52 -2.11
37 C 0.85 4.22 -3.45
38 H -1.08 -0.50 4.81
39 H 0.03 -1.77 4.25
40 H -1.43 -2.21 5.14
41 H -1.42 -0.85 2.43
42 H -3.70 -1.88 4.15
43 H -3.89 -1.48 2.44
44 H -3.40 -0.23 3.60
45 H -3.16 -3.93 3.49
46 H -2.81 -6.12 2.41
47 H -1.07 -6.39 0.69
48 H 0.96 -3.62 -0.66
49 H 0.15 -6.53 -1.10
50 H 0.89 -5.41 -2.24
51 H -0.80 -5.18 -1.74
52 H 1.73 -6.20 0.76
53 H 2.34 -4.61 1.20
54 H 2.75 -5.31 -0.38
55 H 4.18 -1.36 2.12
56 H 5.61 0.02 0.56
57 H 4.53 1.07 -1.45
58 H -2.01 3.52 -4.55
59 H -3.05 1.61 -5.71
60 H -2.45 -0.70 -5.08
61 H -0.42 -1.56 -2.14
62 H 0.43 -1.97 -5.00
63 H 0.94 -2.94 -3.60
64 H 1.43 -1.23 -3.74
65 H -1.80 -2.81 -4.53
66 H -2.77 -2.16 -3.20
67 H -1.63 -3.46 -2.89
68 H 0.34 3.15 -1.68
69 H -1.67 5.06 -2.96
70 H -0.81 5.27 -1.44
71 H -2.08 4.04 -1.59
72 H 0.36 4.63 -4.34
73 H 1.63 3.52 -3.78
74 H 1.32 5.05 -2.92
75 C 0.06 3.04 3.62
76 C -1.17 2.95 2.71
77 C -1.16 4.09 1.69
78 C -2.44 3.00 3.54
79 N -1.19 1.62 2.07
80 N -0.08 1.35 1.20
81 H -0.05 3.88 4.32
82 H 0.98 3.21 3.05
83 H 0.16 2.12 4.20
84 H -1.20 5.06 2.19
85 H -2.02 4.02 1.02
86 H -0.25 4.10 1.07
87 H -2.55 3.99 4.00
88 H -2.42 2.24 4.33
89 H -3.32 2.82 2.91
90 H -2.03 1.49 1.53
91 H 0.72 1.24 1.81
92 H 0.11 2.13 0.59
93 C -7.92 -1.90 0.24
94 C -6.57 -2.28 0.82
95 N -5.83 -3.25 0.02
96 C -6.26 -4.66 0.07
97 C -7.01 -5.10 -1.18
98 C -4.70 -2.99 -0.69
99 O -4.07 -3.87 -1.26
100 C -4.16 -1.57 -0.75
101 C -4.87 -0.45 -1.13
102 C -4.20 0.76 -1.17
103 C -2.88 0.82 -0.81
104 N -2.15 -0.26 -0.45
105 C -2.82 -1.44 -0.44
106 H -8.37 -1.09 0.81
107 H -8.61 -2.75 0.26
108 H -7.83 -1.58 -0.80
109 H -6.71 -2.71 1.81
110 H -5.95 -1.39 0.96
111 H -6.89 -4.76 0.96
112 H -5.38 -5.27 0.21
113 H -7.89 -4.48 -1.36
114 H -7.35 -6.14 -1.07
115 H -6.35 -5.05 -2.05
116 H -5.92 -0.52 -1.43
117 H -4.71 1.67 -1.48
118 H -2.34 1.76 -0.85
119 H -2.27 -2.33 -0.17

2S+1	3
HOMO energy (alpha / beta)	-5.8 / -8.2	eV
F_max	1.82	eV/A
energy relative to the best compared isomer or geometry (same formula, charge and spin)	0.00	kcal/mol
⟨S²⟩	2.0218

Löwdin population analysis, charges in e, atoms 1 to 2:
1 Ti 0.86
2 C -0.04

No. 9
C6H13N | wB97M-V/def2-TZVPD

Geometry (Å):
1 C -1.61 1.89 0.42
2 C -0.78 0.64 0.71
3 N -0.88 -0.35 -0.36
4 C -0.99 -1.76 -0.14
5 C 0.39 0.15 -0.11
6 C 1.59 -1.31 0.53
7 C 1.20 0.96 -1.10
8 H -2.67 1.74 0.68
9 H -1.26 2.77 0.97
10 H -1.57 2.12 -0.65
11 H -0.75 0.33 1.76
12 H -0.83 -2.27 -1.11
13 H -0.01 -1.90 0.49
14 H -2.00 -2.02 0.22
15 H 2.31 -0.58 0.86
16 H 1.68 -2.14 1.29
17 H 1.93 -1.79 -0.40
18 H 0.56 1.54 -1.78
19 H 1.82 0.30 -1.71
20 H 1.85 1.67 -0.57

HOMO energy	-8.9	eV
F_max	2.91	eV/A
energy relative to the best compared isomer or geometry (same formula, charge and spin)	88.48	kcal/mol

Löwdin population analysis, charges in e, atoms 1 to 2:
1 C -0.06
2 C -0.25

No. 10
C41H49Cl2N3O12P2S | wB97M-V/def2-TZVPD

Geometry (Å):
1 H -5.43 1.59 -3.68
2 N -5.61 2.49 -4.13
3 C -4.87 3.36 -3.58
4 C -3.89 3.12 -2.43
5 C -3.11 1.82 -2.53
6 C -2.25 1.70 -3.62
7 P -2.06 3.02 -4.89
8 C -1.09 4.33 -3.98
9 O -0.99 2.47 -6.05
10 C -1.48 0.57 -3.74
11 C -1.57 -0.43 -2.80
12 C -2.42 -0.37 -1.72
13 C -3.19 0.80 -1.59
14 P -4.33 1.15 -0.17
15 O -3.48 0.59 1.11
16 Cl -6.03 -0.05 -0.34
17 N -2.48 -1.46 -0.76
18 C -3.13 -2.68 -1.33
19 C -4.57 -2.95 -0.88
20 C -4.78 -2.93 0.63
21 Cl -4.18 -4.50 1.34
22 C -1.15 -1.76 -0.30
23 C -0.88 -1.79 1.05
24 C 0.39 -2.02 1.54
25 C 0.70 -2.02 3.03
26 C -0.57 -2.07 3.92
27 C -1.31 -0.75 4.03
28 N -0.77 0.46 3.57
29 O -2.42 -0.73 4.57
30 C 1.43 -2.24 0.64
31 C 2.86 -2.46 1.16
32 C 3.91 -2.65 0.06
33 C 5.36 -2.50 0.58
34 C 5.98 -1.11 0.25
35 C 7.39 -1.19 -0.40
36 C 8.43 -0.38 0.44
37 C 9.46 0.31 -0.48
38 O 10.58 -0.56 -0.66
39 C 11.80 0.15 -0.53
40 C 1.17 -2.22 -0.72
41 C -0.11 -1.98 -1.16
42 S -0.54 -1.89 -2.90
43 H -4.91 4.39 -3.97
44 H -3.16 3.94 -2.45
45 H -4.44 3.25 -1.49
46 H -1.57 5.30 -4.10
47 H -0.96 4.06 -2.93
48 H -0.07 4.38 -4.40
49 H -0.10 2.58 -5.68
50 H -0.78 0.44 -4.56
51 H -3.28 -0.35 1.00
52 H -3.16 -2.59 -2.42
53 H -2.56 -3.59 -1.13
54 H -4.80 -3.97 -1.21
55 H -5.28 -2.32 -1.42
56 H -5.85 -2.91 0.86
57 H -4.23 -2.15 1.15
58 H -1.71 -1.61 1.73
59 H 1.46 -2.75 3.29
60 H 1.17 -1.04 3.21
61 H -0.27 -2.34 4.94
62 H -1.24 -2.85 3.55
63 H -1.18 1.20 4.14
64 H 0.23 0.53 3.71
65 H 2.88 -3.23 1.93
66 H 3.11 -1.50 1.66
67 H 3.76 -1.88 -0.69
68 H 3.71 -3.61 -0.43
69 H 5.99 -3.25 0.08
70 H 5.41 -2.72 1.65
71 H 6.01 -0.53 1.18
72 H 5.34 -0.54 -0.43
73 H 7.36 -0.79 -1.42
74 H 7.72 -2.23 -0.49
75 H 8.97 -1.11 1.06
76 H 7.95 0.38 1.05
77 H 9.05 0.52 -1.48
78 H 9.74 1.26 -0.02
79 H 12.61 -0.53 -0.83
80 H 11.78 1.04 -1.17
81 H 11.96 0.40 0.53
82 H 1.94 -2.36 -1.47
83 O 1.32 -4.39 5.15
84 C 1.33 -4.86 6.28
85 C 0.31 -4.59 7.27
86 C 0.40 -5.12 8.50
87 O -0.51 -4.90 9.44
88 C 1.55 -6.01 8.88
89 O 1.58 -6.45 10.02
90 C 2.56 -6.31 7.88
91 C 2.47 -5.77 6.66
92 O 3.37 -6.01 5.70
93 H -0.51 -3.94 6.98
94 H -0.21 -5.40 10.22
95 H 3.37 -6.96 8.17
96 H 3.07 -5.51 4.92
97 O -4.70 6.43 -3.88
98 C -5.45 7.20 -4.46
99 C -5.05 7.98 -5.62
100 C -5.92 8.82 -6.20
101 O -5.60 9.56 -7.26
102 C -7.32 8.97 -5.69
103 O -8.06 9.76 -6.25
104 C -7.73 8.17 -4.55
105 C -6.86 7.33 -3.97
106 O -7.19 6.58 -2.93
107 H -4.03 7.86 -5.97
108 H -6.40 10.07 -7.48
109 H -8.75 8.28 -4.20
110 H -6.39 6.07 -2.70

HOMO energy	-8.4	eV
F_max	1.93	eV/A
structure (SMILES)	[H]/N=C\Cc1c(P(C)O)cc2c(c1P(O)Cl)N(CCCCl)c1cc(CCC(N)=O)c(CCCCCCCOC)cc1S2.O=C1C=C(O)C(=O)C=C1O.O=C1C=C(O)C(=O)C=C1O

Löwdin population analysis, charges in e, atoms 1 to 2:
1 H 0.04
2 N 0.11

No. 11
C6H11N4 | wB97M-V/def2-TZVPD

Geometry (Å):
1 C 0.75 0.44 -1.21
2 C 0.91 0.45 0.13
3 C 0.57 -0.88 -1.64
4 C 0.53 1.55 1.15
5 C -0.64 -0.49 1.42
6 C -1.78 -0.05 0.62
7 N 0.72 -0.82 0.59
8 N 0.41 -1.64 -0.57
9 N 0.85 -1.23 -2.88
10 N -0.03 0.79 2.19
11 H 1.31 2.22 1.48
12 H -0.29 2.20 0.86
13 H 0.84 1.40 -1.78
14 H -2.15 -1.09 0.26
15 H -1.83 0.82 -0.16
16 H -2.50 0.20 1.32
17 H 0.69 -2.59 -0.38
18 H 1.13 -0.62 -3.68
19 H 0.85 -2.18 -3.24
20 H 0.62 0.38 2.88
21 H -0.96 1.13 2.63

HOMO energy	-10.9	eV
F_max	4.49	eV/A
total charge	+1
energy relative to the best compared isomer or geometry (same formula, charge and spin)	114.35	kcal/mol

Löwdin population analysis, charges in e, atoms 1 to 2:
1 C 0.02
2 C -0.21

No. 12
C3H4KMgO3 | wB97M-V/def2-TZVPD

Geometry (Å):
1 H -0.94 1.24 2.10
2 C -0.12 0.66 1.61
3 C -0.49 0.58 0.17
4 O -0.18 -0.43 -0.51
5 K -0.05 -2.53 0.81
6 O 0.07 -0.59 2.16
7 H 0.78 1.31 1.67
8 H -0.90 1.49 -0.31
9 Mg 0.81 -1.08 3.94
10 C 0.22 0.43 -3.09
11 O 0.55 -0.57 -3.81
12 H 0.25 -0.52 -4.73

2S+1	2
HOMO energy (alpha / beta)	-5.0 / -5.0	eV
F_max	3.38	eV/A
energy relative to the best compared isomer or geometry (same formula, charge and spin)	42.42	kcal/mol
⟨S²⟩	0.7532

Löwdin population analysis, charges in e, atoms 1 to 2:
1 H 0.12
2 C -0.40

No. 13
C21H28O12 | wB97M-V/def2-TZVPD

Geometry (Å):
1 C 1.34 -3.37 0.78
2 O 1.18 -2.69 -0.44
3 C 2.00 -1.53 -0.52
4 C 1.18 -0.29 -0.98
5 C 1.47 0.89 -0.01
6 C 0.39 1.11 1.11
7 C -0.51 -0.10 1.40
8 C -1.87 -0.05 0.71
9 C -2.24 0.83 -0.23
10 C -3.61 0.72 -0.83
11 O -3.85 1.32 -1.85
12 C -4.68 -0.14 -0.22
13 C -4.30 -1.02 0.72
14 C -2.86 -1.09 1.15
15 O -2.54 -1.98 1.88
16 H 2.37 -3.73 0.90
17 H 1.10 -2.76 1.66
18 H 0.66 -4.23 0.78
19 H 2.48 -1.33 0.44
20 H 2.82 -1.75 -1.23
21 H 0.12 -0.52 -1.10
22 H 1.58 -0.01 -1.96
23 H 1.50 1.81 -0.60
24 H 2.45 0.79 0.46
25 H -0.16 2.02 0.88
26 H 0.94 1.32 2.03
27 H -0.72 -0.10 2.47
28 H -0.06 -1.07 1.18
29 H -1.58 1.61 -0.57
30 H -5.69 -0.08 -0.56
31 H -5.04 -1.68 1.16
32 O 4.33 1.68 0.40
33 C 4.68 2.14 1.43
34 O 4.51 1.53 2.63
35 C 5.27 2.27 3.60
36 C 5.37 3.63 2.97
37 O 5.31 3.33 1.57
38 H 4.75 2.28 4.56
39 H 6.24 1.79 3.73
40 H 4.53 4.28 3.22
41 H 6.30 4.14 3.21
42 O 8.14 -1.13 -4.30
43 C 7.14 -1.15 -3.66
44 O 7.10 -1.08 -2.31
45 C 5.73 -0.89 -1.94
46 C 4.98 -1.45 -3.11
47 O 5.89 -1.23 -4.19
48 H 5.51 -1.42 -1.01
49 H 5.54 0.17 -1.79
50 H 4.78 -2.52 -3.02
51 H 4.03 -0.93 -3.28
52 O -7.42 -1.20 0.43
53 C -8.30 -0.60 -0.08
54 O -8.54 -0.58 -1.42
55 C -9.80 0.07 -1.63
56 C -9.94 0.91 -0.39
57 O -9.20 0.17 0.58
58 H -9.78 0.65 -2.54
59 H -10.57 -0.70 -1.71
60 H -9.49 1.90 -0.50
61 H -10.98 1.03 -0.07

HOMO energy	-9.6	eV
F_max	1.78	eV/A
structure (SMILES)	COCCCCCC1=CC(=O)C=CC1=O.O=C1OCCO1.O=C1OCCO1.O=C1OCCO1
energy relative to the best compared isomer or geometry (same formula, charge and spin)	6.41	kcal/mol

Löwdin population analysis, charges in e, atoms 1 to 2:
1 C -0.12
2 O -0.19

No. 14
C2H3NO2 | wB97M-V/def2-TZVPD

Geometry (Å):
1 C -1.06 0.31 0.82
2 C 0.19 0.03 0.57
3 N -0.01 0.80 -1.54
4 O 0.61 -0.03 -0.68
5 O 0.21 0.28 -2.74
6 H -1.60 0.42 1.71
7 H 0.77 -0.47 1.36
8 H 0.11 -0.66 -2.88

HOMO energy (alpha / beta)	-8.5 / -9.6	eV
F_max	3.13	eV/A
energy relative to the best compared isomer or geometry (same formula, charge and spin)	176.32	kcal/mol

Löwdin population analysis, charges in e, atoms 1 to 2:
1 C 0.16
2 C -0.29